Entry 1:
Molecular formula: C3H11N4
Method: DFT, the ωB97M-V functional and the def2-TZVPD basis

CARTESIAN COORDINATES (ANGSTROEM)
1 C 1.427 0.007 -0.032
2 C 2.794 -0.314 0.151
3 C -2.361 0.770 0.744
4 N 0.948 0.950 -0.786
5 N -2.248 -0.606 -0.988
6 N 0.609 -0.670 0.792
7 N -1.705 0.374 -0.270
8 H 3.414 -0.518 -0.652
9 H 2.897 -1.100 0.862
10 H 3.207 0.664 0.549
11 H 1.180 1.304 -1.669
12 H -3.338 0.361 1.087
13 H -1.895 1.532 1.405
14 H -0.089 0.935 -0.721
15 H -2.182 -0.735 -1.963
16 H -3.120 -0.894 -0.478
17 H 0.903 -1.549 1.297
18 H -0.440 -0.512 0.672

ΔE to the lowest compared entry with this formula, charge and spin ... 51.3 kcal/mol
Charge ... +1
Strongest force on any atom ... 0.0779 hartree/bohr
Energy ... -9242.0171 eV
HOMO level ... -0.4871 Eh
Orbital gap ... 10.3 eV

Atomic partial charges in e from the natural (NBO) method, atoms 1 to 6: number 1, C, carries 0.574; number 2, C, carries -0.686; number 3, C, carries -0.128; number 4, N, carries -0.747; number 5, N, carries -0.632; number 6, N, carries -0.750

Entry 2:
Molecular formula: C3H11N4
Method: DFT, the ωB97M-V functional and the def2-TZVPD basis

CARTESIAN COORDINATES (ANGSTROEM)
1 C -0.716 1.771 2.619
2 C 0.307 1.769 1.822
3 C -0.036 0.068 0.561
4 N 1.303 2.477 1.353
5 N -0.021 0.380 -0.709
6 N -0.051 -1.209 0.970
7 N -0.200 -1.970 -2.611
8 H -0.734 2.354 3.553
9 H -1.585 1.011 2.413
10 H 1.938 1.921 0.791
11 H 1.304 3.498 1.487
12 H -0.076 -0.448 -1.441
13 H -0.342 1.301 -0.880
14 H -0.107 -2.016 0.409
15 H -0.114 -1.462 1.956
16 H 0.258 -1.283 -3.303
17 H 0.439 -2.699 -2.360
18 H -0.988 -2.261 -3.103

ΔE to the lowest compared entry with this formula, charge and spin ... 71.8 kcal/mol
Charge ... +1
Strongest force on any atom ... 0.0789 hartree/bohr
Energy ... -9241.1304 eV
HOMO level ... -0.4663 Eh
Orbital gap ... 9.4 eV

Atomic partial charges in e from the natural (NBO) method, atoms 1 to 6: number 1, C, carries -0.538; number 2, C, carries 0.352; number 3, C, carries 0.447; number 4, N, carries -0.823; number 5, N, carries -0.800; number 6, N, carries -0.778

Entry 3:
Molecular formula: C3H11N5
Method: DFT, the ωB97M-V functional and the def2-TZVPD basis

CARTESIAN COORDINATES (ANGSTROEM)
1 C 0.008 -0.337 2.148
2 N 0.627 -0.866 0.941
3 N 1.637 -0.133 0.435
4 H 1.938 0.627 1.065
5 H 0.554 -0.680 3.031
6 H -1.010 -0.728 2.207
7 H -0.066 0.760 2.168
8 C -0.255 -1.435 -1.540
9 N 0.653 0.802 -0.713
10 C -0.474 -0.288 -0.589
11 N 0.291 2.127 -0.362
12 N -1.600 0.260 -0.294
13 H 1.194 0.753 -1.573
14 H 0.189 2.682 -1.208
15 H -0.653 2.014 0.036
16 H -2.395 -0.350 -0.446
17 H -0.701 -1.211 -2.514
18 H 0.801 -1.675 -1.659
19 H -0.738 -2.323 -1.134

ΔE to the lowest compared entry with this formula, charge and spin ... 124.6 kcal/mol
Charge ... 0
Strongest force on any atom ... 0.0216 hartree/bohr
Energy ... -10734.5420 eV
HOMO level ... -0.2766 Eh
Orbital gap ... 8.4 eV

Atomic partial charges in e from the natural (NBO) method, atoms 1 to 6: number 1, C, carries -0.462; number 2, N, carries -0.413; number 3, N, carries -0.254; number 4, H, carries 0.326; number 5, H, carries 0.193; number 6, H, carries 0.208

Entry 4:
Molecular formula: C3H11N5
Method: DFT, the ωB97M-V functional and the def2-TZVPD basis

CARTESIAN COORDINATES (ANGSTROEM)
1 C 1.954 0.442 0.424
2 C 0.466 0.684 0.616
3 N 0.077 1.983 0.251
4 N -0.443 -0.414 -0.197
5 C -0.528 -1.739 0.380
6 N -0.191 -0.410 -1.583
7 H 2.512 1.020 1.158
8 H 2.263 0.735 -0.578
9 H 2.174 -0.616 0.560
10 H 0.169 0.489 1.651
11 H -0.989 2.087 0.306
12 H 0.299 2.139 -0.727
13 H 0.397 -2.316 0.237
14 H -1.360 -2.279 -0.082
15 H -0.723 -1.650 1.446
16 H -1.034 -0.328 -2.138
17 H 0.247 -1.270 -1.926
18 N -2.560 0.171 0.166
19 N -2.730 1.271 0.036

ΔE to the lowest compared entry with this formula, charge and spin ... 25.8 kcal/mol
Charge ... 0
Strongest force on any atom ... 0.0819 hartree/bohr
Energy ... -10738.8237 eV
HOMO level ... -0.3003 Eh
SMILES ... C[C@@H](N)N(C)N.N#N
Orbital gap ... 9.2 eV

Atomic partial charges in e from the natural (NBO) method, atoms 1 to 6: number 1, C, carries -0.636; number 2, C, carries 0.140; number 3, N, carries -0.832; number 4, N, carries -0.307; number 5, C, carries -0.430; number 6, N, carries -0.688